No. 1
{"formula": "C37H26F4N10O5W", "method": "wB97M-V/def2-TZVPD", "species": ["W", "F", "F", "F", "F", "O", "O", "O", "O", "O", "N", "N", "N", "N", "N", "N", "N", "N", "N", "N", "C", "C", "C", "C", "C", "C", "C", "C", "C", "C", "C", "C", "C", "C", "C", "C", "C", "C", "C", "C", "C", "C", "C", "C", "C", "C", "C", "C", "C", "C", "C", "C", "C", "C", "C", "C", "C", "H", "H", "H", "H", "H", "H", "H", "H", "H", "H", "H", "H", "H", "H", "H", "H", "H", "H", "H", "H", "H", "H", "H", "H", "H", "H"], "xyz": [[0.483, 0.500, 1.655], [-3.096, 0.778, -3.492], [2.119, 1.147, -4.891], [-2.309, -0.390, -5.703], [1.299, 2.258, -2.656], [2.126, -0.649, 2.533], [1.258, 3.430, 4.141], [2.852, -0.457, -0.026], [-0.351, -1.009, 3.190], [-1.029, 1.650, 2.620], [3.613, 0.156, 4.079], [0.152, 1.962, 0.346], [-1.097, -1.704, -8.202], [0.228, -0.892, 0.364], [2.918, -1.040, -6.863], [1.735, 1.358, 3.292], [-3.668, 2.829, -0.899], [-1.959, 3.559, 1.782], [-3.171, 1.621, 1.870], [-1.070, -0.410, 0.631], [0.739, -2.101, -3.185], [1.970, 2.452, 4.136], [-1.982, -2.651, -3.031], [-1.384, 0.273, -4.996], [-0.513, 2.037, -0.640], [-0.790, 4.410, 1.944], [-2.375, -2.324, 3.574], [-0.035, 0.262, -5.416], [-1.343, -2.110, -1.947], [2.317, 0.771, 0.416], [0.030, -1.791, -1.992], [0.433, -0.461, -6.551], [0.761, -1.193, -0.910], [-0.437, -1.133, -7.446], [2.125, -1.839, -3.284], [-1.806, 0.894, -3.848], [-3.988, -2.406, 1.787], [0.394, 1.604, -3.418], [0.056, -2.679, -4.282], [1.805, -0.767, -6.707], [-2.026, 2.268, 2.086], [-0.046, -1.151, 4.582], [-1.334, 2.084, -1.694], [-1.284, -2.931, -4.219], [-3.597, -2.755, 3.068], [2.515, 0.279, 3.311], [-3.139, -1.651, 0.988], [3.899, 1.193, 4.950], [2.805, -1.295, -2.237], [0.823, 0.999, -4.572], [-1.887, -1.266, 1.450], [-0.935, 1.582, -3.005], [-2.657, 2.470, -1.321], [3.134, 2.287, 5.015], [4.429, -1.055, 3.990], [-1.545, -1.573, 2.761], [2.123, -0.982, -1.054], [-4.251, -3.339, 3.699], [0.618, -2.902, -5.179], [-1.891, -1.939, -1.046], [3.362, 3.092, 5.696], [0.042, -2.207, 4.829], [3.964, -1.876, 4.534], [-0.331, 4.620, 0.978], [4.537, -1.338, 2.946], [-3.842, 2.019, 1.226], [-2.108, -2.561, 4.592], [-3.448, -1.324, 0.004], [0.903, -0.662, 4.758], [-1.802, -3.341, -5.076], [5.406, -0.842, 4.414], [-0.824, -0.671, 5.176], [2.136, 1.416, -0.440], [-2.758, 3.946, 1.302], [2.635, -2.051, -4.216], [-0.070, 3.921, 2.591], [3.068, 1.233, 1.057], [-3.175, 0.619, 1.975], [3.861, -1.072, -2.296], [-3.040, -2.874, -2.969], [-4.955, -2.707, 1.408], [-1.099, 5.346, 2.405], [4.777, 1.047, 5.562]], "e_homo_ev": [-6.053, -6.053], "total_charge": 0, "e_lumo_ev": [-2.2528, -2.2515]}

***

No. 2
{"formula": "C48H105N3O30", "method": "wB97M-V/def2-TZVPD", "species": ["O", "O", "O", "O", "O", "O", "O", "O", "O", "O", "O", "O", "O", "O", "O", "O", "O", "O", "O", "O", "O", "O", "O", "O", "O", "O", "O", "O", "O", "O", "N", "N", "N", "C", "C", "C", "C", "C", "C", "C", "C", "C", "C", "C", "C", "C", "C", "C", "C", "C", "C", "C", "C", "C", "C", "C", "C", "C", "C", "C", "C", "C", "C", "C", "C", "C", "C", "C", "C", "C", "C", "C", "C", "C", "C", "C", "C", "C", "C", "C", "C", "H", "H", "H", "H", "H", "H", "H", "H", "H", "H", "H", "H", "H", "H", "H", "H", "H", "H", "H", "H", "H", "H", "H", "H", "H", "H", "H", "H", "H", "H", "H", "H", "H", "H", "H", "H", "H", "H", "H", "H", "H", "H", "H", "H", "H", "H", "H", "H", "H", "H", "H", "H", "H", "H", "H", "H", "H", "H", "H", "H", "H", "H", "H", "H", "H", "H", "H", "H", "H", "H", "H", "H", "H", "H", "H", "H", "H", "H", "H", "H", "H", "H", "H", "H", "H", "H", "H", "H", "H", "H", "H", "H", "H", "H", "H", "H", "H", "H", "H", "H", "H", "H", "H", "H", "H"], "xyz": [[-8.099, -16.510, -24.532], [-6.180, -12.953, -15.776], [-4.343, -11.985, -16.606], [-6.496, -15.174, -23.950], [-4.729, -20.012, -19.028], [2.313, -17.962, -19.634], [-7.564, -19.345, -22.348], [-1.485, -20.092, -27.131], [-5.045, -21.779, -17.698], [-7.408, -21.122, -20.987], [-5.083, -18.658, -26.871], [-4.129, -16.631, -26.833], [-9.129, -19.764, -21.025], [-3.014, -23.550, -24.477], [-2.041, -23.822, -26.472], [-5.741, -19.869, -17.038], [3.453, -16.095, -20.043], [-7.765, -14.622, -25.710], [0.481, -18.773, -16.267], [-1.165, -16.714, -21.865], [-0.631, -12.307, -22.181], [1.071, -20.664, -15.346], [-4.364, -13.079, -14.668], [-5.889, -16.893, -28.013], [-8.786, -14.483, -21.568], [1.203, -18.728, -14.298], [-8.082, -14.003, -19.453], [4.510, -17.878, -19.715], [-3.363, -25.360, -25.568], [-9.010, -12.488, -20.847], [-4.709, -16.465, -20.772], [-3.485, -20.092, -29.057], [-2.249, -9.178, -23.240], [-4.911, -12.561, -15.739], [-6.499, -19.866, -23.121], [-4.920, -13.824, -22.856], [3.319, -17.354, -19.775], [-2.324, -14.329, -15.116], [-5.983, -13.849, -23.928], [-5.091, -22.713, -19.950], [-1.669, -21.766, -23.515], [-2.787, -22.128, -24.494], [-3.297, -26.229, -26.693], [-7.471, -15.376, -24.834], [-2.852, -10.265, -21.187], [-4.350, -22.564, -18.653], [5.939, -19.781, -19.542], [-2.404, -15.821, -25.305], [-8.544, -13.684, -20.529], [-2.430, -17.347, -21.657], [-2.630, -21.295, -28.832], [-0.220, -17.700, -22.254], [-3.182, -16.984, -25.851], [1.785, -19.405, -13.188], [-6.956, -12.559, -16.907], [0.945, -19.511, -15.321], [2.245, -15.334, -20.204], [-8.437, -15.889, -21.502], [-9.211, -16.929, -25.291], [-1.331, -13.398, -21.604], [-1.446, -11.450, -22.929], [-1.283, -20.798, -28.344], [-5.779, -18.469, -17.087], [-1.724, -10.113, -22.199], [-5.149, -20.516, -18.029], [-0.922, -18.672, -18.256], [-6.920, -17.667, -28.594], [-2.610, -22.097, -30.133], [-5.753, -18.821, -23.945], [-7.509, -10.589, -20.420], [4.572, -19.241, -19.254], [-5.018, -17.514, -27.245], [-2.948, -13.083, -14.480], [-2.669, -15.890, -19.585], [-7.966, -20.189, -21.427], [-0.286, -19.937, -26.406], [-3.258, -16.304, -20.919], [-8.751, -11.372, -20.006], [-2.740, -24.193, -25.591], [-9.595, -20.239, -19.778], [0.211, -19.386, -17.527], [-6.704, -13.084, -23.610], [-0.562, -18.170, -23.181], [-2.897, -16.567, -18.758], [-2.502, -15.190, -14.487], [-6.409, -12.848, -17.798], [-2.322, -13.075, -21.277], [-2.427, -11.893, -23.127], [0.382, -19.284, -26.993], [2.614, -14.330, -20.425], [-4.104, -25.956, -27.368], [-1.823, -22.330, -22.601], [-3.008, -9.390, -20.557], [-0.986, -11.149, -23.877], [4.267, -19.248, -18.204], [-4.837, -23.658, -20.444], [6.675, -19.390, -18.838], [-3.733, -21.670, -24.190], [-7.896, -17.372, -28.230], [-2.959, -17.519, -22.600], [0.705, -17.150, -22.435], [-3.612, -22.490, -30.288], [-6.868, -18.752, -28.464], [-7.191, -11.495, -16.841], [-1.874, -22.900, -30.073], [-9.291, -18.007, -25.198], [-2.524, -17.730, -26.316], [-0.490, -19.387, -25.489], [3.786, -19.827, -19.741], [-3.047, -14.924, -19.213], [-1.219, -19.320, -19.082], [1.648, -15.574, -21.082], [-1.370, -14.160, -22.389], [-1.538, -9.112, -23.977], [-3.115, -15.432, -21.569], [-0.037, -20.446, -17.447], [-7.921, -13.053, -16.890], [-0.790, -9.798, -21.719], [-2.932, -14.871, -25.275], [-7.397, -15.946, -21.804], [-3.589, -19.703, -28.125], [-8.863, -19.979, -19.007], [5.896, -20.868, -19.420], [-0.524, -21.595, -28.270], [-2.511, -14.319, -16.187], [-1.483, -15.677, -25.884], [-2.237, -8.231, -22.858], [-0.883, -13.894, -20.745], [-5.005, -15.721, -20.150], [-5.325, -13.973, -21.851], [-1.256, -14.059, -15.120], [-5.767, -20.425, -22.538], [-4.436, -12.845, -22.861], [2.753, -19.861, -13.384], [-6.707, -18.118, -17.562], [-2.274, -18.249, -21.061], [1.979, -18.617, -12.458], [-2.548, -12.204, -14.994], [-0.800, -20.082, -29.034], [-2.389, -21.404, -30.947], [-5.414, -18.008, -23.297], [-2.630, -11.130, -20.542], [-3.367, -22.152, -18.865], [-7.501, -10.336, -21.476], [-6.172, -22.812, -19.864], [-6.363, -18.440, -24.754], [-10.142, -16.512, -24.900], [-0.738, -22.027, -24.015], [-9.060, -16.477, -22.170], [-10.588, -19.865, -19.576], [-9.606, -21.334, -19.771], [-9.608, -10.704, -20.079], [-6.873, -20.593, -23.851], [-8.726, -16.295, -20.534], [-3.070, -19.394, -29.664], [-3.593, -17.574, -25.027], [-9.157, -16.604, -26.327], [-2.322, -26.184, -27.189], [-3.814, -10.621, -21.570], [1.105, -19.257, -18.137], [-2.577, -21.725, -25.485], [-0.530, -17.716, -18.589], [-1.967, -16.046, -24.328], [6.337, -19.639, -20.545], [-4.281, -23.541, -18.189], [-4.891, -21.904, -20.643], [-5.007, -17.953, -17.652], [1.098, -20.109, -12.723], [-1.790, -18.626, -17.596], [-5.640, -13.497, -24.901], [-1.749, -20.684, -23.407], [0.229, -20.887, -26.244], [-6.590, -11.044, -20.048], [1.716, -15.304, -19.255], [-8.659, -11.707, -18.971], [-1.597, -15.678, -19.644], [-4.183, -14.618, -22.971], [-7.575, -9.653, -19.850], [-3.146, -21.819, -28.026], [-3.329, -27.275, -26.394], [-4.941, -17.345, -20.317], [-2.706, -13.003, -13.425], [-6.725, -17.555, -29.659], [-5.844, -18.108, -16.072], [-4.896, -19.345, -24.367], [0.007, -18.408, -21.452]], "smiles": "COC[C@H](C)N.COC[C@H](C)N.COC[C@H](C)N.CCOC(=O)OC.CCOC(=O)OC.CCOC(=O)OC.CCOC(=O)OC.CCOC(=O)OC.CCOC(=O)OC.CCOC(=O)OC.CCOC(=O)OC.CCOC(=O)OC", "e_homo_ev": -8.862, "total_charge": 0, "e_lumo_ev": 0.4847}

***

No. 3
{"formula": "C17H31N4OPb", "method": "wB97M-V/def2-TZVPD", "species": ["Pb", "O", "N", "N", "N", "N", "C", "C", "C", "C", "C", "C", "C", "C", "C", "C", "C", "C", "C", "C", "C", "C", "C", "H", "H", "H", "H", "H", "H", "H", "H", "H", "H", "H", "H", "H", "H", "H", "H", "H", "H", "H", "H", "H", "H", "H", "H", "H", "H", "H", "H", "H", "H", "H"], "xyz": [[-0.412, 3.728, -3.259], [-0.084, 1.340, -2.329], [0.897, 4.885, -1.126], [-4.452, -0.953, -5.209], [5.807, -1.943, -2.783], [-3.416, 0.366, 2.969], [-2.594, -0.396, 3.207], [0.879, 0.811, -1.467], [-4.283, -1.301, -1.439], [4.850, -2.171, -2.169], [-0.362, -1.499, 2.496], [3.598, -2.453, -1.444], [1.137, 4.579, 1.438], [-0.856, -1.887, 1.088], [1.017, 4.719, -0.006], [-0.400, 2.510, 1.636], [4.736, -2.578, 0.911], [-1.525, -1.432, 3.479], [-3.007, -0.688, -2.025], [-0.097, 3.986, 2.158], [-3.207, 0.227, -3.242], [3.618, -2.080, 0.036], [-3.917, -0.434, -4.340], [-2.436, -0.122, -1.288], [2.050, 4.078, 1.760], [0.016, 3.959, 3.242], [1.629, 1.565, -1.229], [-1.000, 4.586, 2.047], [-2.027, -2.394, 3.580], [-1.478, -2.781, 1.138], [4.931, -3.593, 0.567], [4.441, -2.576, 1.960], [3.692, -0.995, 0.108], [-2.352, -1.451, -2.445], [0.414, -2.200, 2.807], [-5.049, -0.541, -1.287], [-0.005, -2.228, 0.498], [0.178, -0.557, 2.398], [5.662, -2.025, 0.752], [0.452, 0.502, -0.514], [1.400, -0.115, -1.712], [2.627, -2.290, 0.439], [-1.170, 2.004, 2.219], [2.742, -2.015, -1.957], [-4.026, -1.775, -0.492], [0.478, 1.865, 1.628], [-3.714, 1.152, -2.968], [-1.297, -1.065, 0.524], [-0.630, 2.452, 0.572], [1.184, 5.545, 1.940], [-1.134, -1.216, 4.473], [-4.813, -1.983, -2.103], [3.511, -3.527, -1.612], [-2.203, 0.410, -3.623]], "e_homo_ev": [-6.724, -8.323], "spin_multiplicity": 2, "total_charge": 0, "e_lumo_ev": [-0.5137, -0.6675]}

***

No. 4
{"formula": "C4H13NO3", "method": "wB97M-V/def2-TZVPD", "species": ["O", "O", "O", "N", "C", "C", "C", "C", "H", "H", "H", "H", "H", "H", "H", "H", "H", "H", "H", "H", "H"], "xyz": [[-2.387, 1.775, 1.023], [2.417, 0.220, -0.375], [-0.264, -2.424, 1.627], [-0.494, 0.342, -0.959], [1.576, -1.008, -0.463], [-0.171, 1.752, -0.824], [-0.550, -1.728, 0.483], [0.297, -0.403, 0.079], [1.757, -1.217, -1.553], [-0.803, 2.137, -0.052], [0.915, 2.043, -0.612], [-0.594, 2.210, -1.743], [-2.500, 2.370, 0.330], [2.013, -1.754, 0.163], [-0.243, -0.001, -1.859], [3.018, 0.269, 0.306], [-0.222, -1.845, 2.419], [-0.715, -2.498, -0.235], [-1.600, -1.286, 0.469], [0.536, -0.001, 1.066], [-1.988, 1.047, 0.710]], "e_above_lowest_kcal_mol": 91.7, "smiles": "CNC(CO)CO.O", "e_homo_ev": -9.031, "total_charge": 0, "e_lumo_ev": 0.7243}

***

No. 5
{"formula": "C3H9NO2S", "method": "wB97M-V/def2-TZVPD", "species": ["S", "O", "O", "N", "C", "C", "C", "H", "H", "H", "H", "H", "H", "H", "H", "H"], "xyz": [[1.663, -0.568, -1.650], [-3.151, 0.078, -0.735], [1.874, -0.652, 1.902], [-0.129, 1.258, 0.452], [0.028, -0.836, -0.921], [-0.733, 0.442, -0.601], [-2.109, 0.021, -0.145], [1.222, -0.100, 1.456], [-0.615, 2.138, 0.483], [0.102, -1.497, -0.059], [-2.124, -0.297, 0.920], [-0.546, -1.351, -1.693], [0.816, 1.496, 0.141], [2.341, -1.092, -0.627], [2.168, -0.067, 2.606], [-0.806, 1.027, -1.529]], "e_above_lowest_kcal_mol": 36.6, "smiles": "N[C@H](C=O)CS.O", "e_homo_ev": -9.497, "total_charge": 0, "e_lumo_ev": 0.6165}

***

No. 6
{"formula": "C25H14Co2N2O6", "method": "wB97M-V/def2-TZVPD", "species": ["Co", "Co", "O", "O", "O", "O", "O", "O", "N", "N", "C", "C", "C", "C", "C", "C", "C", "C", "C", "C", "C", "C", "C", "C", "C", "C", "C", "C", "C", "C", "C", "C", "C", "C", "C", "H", "H", "H", "H", "H", "H", "H", "H", "H", "H", "H", "H", "H", "H"], "xyz": [[-0.006, -1.233, 0.960], [0.917, 1.236, 2.103], [-1.801, 0.037, -0.912], [-0.357, 2.958, 0.081], [2.309, -2.404, -0.385], [-1.536, -3.447, 2.059], [1.890, 3.107, 4.140], [3.369, 0.798, 0.466], [6.189, 1.093, -3.778], [-2.122, 2.287, -3.994], [-1.055, -0.449, -0.166], [-1.803, 0.048, 2.913], [-0.415, 0.107, 2.455], [-2.902, 0.422, 2.100], [3.075, -0.540, -3.610], [-0.880, -2.605, 1.594], [2.752, 1.858, -3.669], [-2.056, -0.480, 4.198], [-4.171, -0.048, 2.420], [0.087, 2.248, 0.882], [0.789, -0.116, 3.218], [1.272, -1.074, 4.015], [3.610, 0.752, -3.657], [2.412, 0.833, 1.115], [1.380, 1.677, -3.672], [-0.600, 0.215, -3.763], [-1.402, 1.363, -3.882], [5.029, 0.939, -3.714], [-3.332, -0.947, 4.505], [0.808, 0.373, -3.676], [1.507, 2.373, 3.323], [-4.380, -0.764, 3.599], [1.707, -0.732, -3.607], [1.444, -1.883, 0.180], [-1.289, -1.095, -3.800], [-1.908, -1.151, -4.707], [0.728, 2.551, -3.689], [0.643, -1.903, 4.364], [-2.745, 1.043, 1.217], [-5.370, -1.150, 3.840], [-3.480, -1.455, 5.457], [-0.621, -1.956, -3.763], [1.313, -1.743, -3.570], [-5.003, 0.138, 1.743], [2.292, -1.008, 4.388], [-1.989, -1.154, -2.956], [3.750, -1.396, -3.580], [-1.223, -0.587, 4.900], [3.174, 2.864, -3.687]], "e_above_lowest_kcal_mol": 0.0, "e_homo_ev": -0.756, "total_charge": -2, "e_lumo_ev": 4.5074}

***

No. 7
{"formula": "C4H12N2O", "method": "wB97M-V/def2-TZVPD", "species": ["O", "N", "N", "C", "C", "C", "C", "H", "H", "H", "H", "H", "H", "H", "H", "H", "H", "H", "H"], "xyz": [[1.686, 0.737, 0.970], [-2.655, 1.671, -1.141], [-0.379, 0.814, -0.953], [0.939, -0.462, 0.775], [0.360, -0.393, -0.649], [-1.758, 0.797, -0.453], [1.780, -1.708, 0.972], [1.178, -0.564, -1.337], [2.141, -1.784, 1.999], [2.293, 0.595, 1.705], [-2.507, 2.665, -1.090], [-2.818, 1.410, -2.098], [2.561, -1.789, 0.217], [0.134, 1.573, -0.514], [-1.790, 1.055, 0.616], [-0.271, -1.281, -0.764], [1.122, -2.579, 0.836], [-2.099, -0.242, -0.549], [0.083, -0.514, 1.459]], "e_above_lowest_kcal_mol": 29.4, "smiles": "C[C@@H](O)CNCN", "e_homo_ev": -8.721, "total_charge": 0, "e_lumo_ev": 0.8926}